1.
96
Properties=species:S:1:pos:R:3:mulliken_charge:R:1 method="wB97M-V/def2-TZVPD" orbital_gap_ha="0.230 / 0.223" homo_energy_ev="-13.18 / -13.11" lumo_ev="-6.93 / -7.04" total_charge=+2 e_above_lowest_kj_mol=88.5
W 0.2701 -0.9792 0.2499 0.01
C 0.4409 -4.9073 -1.2640 -1.54
C -0.1282 -3.8489 -0.3705 0.69
O 0.3990 -2.6458 -0.4307 0.48
C -1.2064 -4.0540 0.4674 -1.23
C -1.7508 -3.0945 1.3403 1.39
C -2.8984 -3.4675 2.2152 -1.70
N -1.2196 -1.8653 1.4341 0.76
N -1.7435 -1.0468 2.3753 -1.17
C -1.0868 0.0739 2.4864 0.19
O -0.0440 0.2393 1.6917 0.06
C -1.4790 1.0566 3.4860 0.42
C -2.7888 1.0458 3.9735 -0.55
C -3.1554 1.9175 4.9789 -0.91
C -2.2213 2.7894 5.5198 -0.44
C -0.9264 2.8171 5.0246 -0.94
C -0.5555 1.9717 3.9964 0.19
H 1.5101 -4.7433 -1.3991 0.26
H -0.0348 -4.8561 -2.2447 0.29
H 0.2736 -5.9030 -0.8632 0.45
H -1.6643 -5.0291 0.4668 0.54
H -3.4387 -4.3188 1.8136 0.50
H -3.5642 -2.6184 2.3456 0.34
H -2.5221 -3.7332 3.2035 0.37
H -3.4996 0.3543 3.5502 0.45
H -4.1637 1.9110 5.3624 0.45
H -2.5038 3.4386 6.3355 0.45
H -0.2032 3.4925 5.4558 0.46
H 0.4557 1.9893 3.6124 0.54
O 0.7298 1.7616 -1.8649 0.32
C 2.0097 2.2838 -1.9275 -0.57
C 2.3741 3.4672 -2.5515 -0.57
C 3.7180 3.8049 -2.6154 -0.70
C 4.6919 2.9932 -2.0530 -0.86
C 4.3195 1.8733 -1.3294 -0.09
C 2.9735 1.5322 -1.2479 -0.01
P 2.3593 0.1851 -0.1814 2.60
C 3.2668 -1.2703 -0.8095 0.62
C 4.4180 -1.8070 -0.2465 -0.68
C 5.0397 -2.8795 -0.8655 -0.75
C 4.5243 -3.4048 -2.0380 -0.62
C 3.3715 -2.8743 -2.6008 -0.80
C 2.7325 -1.8150 -1.9836 -0.39
C 3.0225 0.5454 1.4665 0.67
C 3.6491 1.7376 1.8107 -0.90
C 4.0567 1.9448 3.1182 -0.74
C 3.8399 0.9684 4.0755 -0.81
C 3.1932 -0.2168 3.7428 -0.88
C 2.7679 -0.4230 2.4447 -0.60
C -0.0212 1.5778 -3.0051 0.45
C 0.2232 2.0708 -4.2766 -1.26
C -0.7032 1.8365 -5.2828 -0.91
C -1.8450 1.0887 -5.0465 -0.94
C -2.0559 0.5340 -3.7973 -0.53
C -1.1429 0.7719 -2.7801 0.66
P -1.3812 0.2116 -1.0664 1.54
C -2.6449 -1.0902 -1.2335 0.70
C -2.2952 -2.1520 -2.0742 -0.55
C -3.1829 -3.1890 -2.2906 -0.87
C -4.4135 -3.1906 -1.6472 -0.72
C -4.7353 -2.1737 -0.7636 -0.90
C -3.8545 -1.1243 -0.5489 -0.94
C -2.1106 1.7073 -0.3271 0.73
C -3.4095 2.0839 -0.6641 -0.82
C -3.9739 3.2012 -0.0745 -0.94
C -3.2390 3.9602 0.8252 -0.78
C -1.9229 3.6249 1.1044 -0.68
C -1.3505 2.5070 0.5235 -0.15
H 1.6254 4.1266 -2.9622 0.71
H 4.0062 4.7125 -3.1208 0.47
H 5.7348 3.2475 -2.1594 0.46
H 5.0614 1.2578 -0.8396 0.57
H 4.8229 -1.3944 0.6663 0.48
H 5.9373 -3.2955 -0.4377 0.48
H 5.0245 -4.2272 -2.5244 0.45
H 2.9866 -3.2787 -3.5248 0.51
H 1.8305 -1.3712 -2.4213 0.20
H 3.8106 2.5019 1.0646 0.44
H 4.5438 2.8702 3.3861 0.48
H 4.1671 1.1290 5.0902 0.44
H 3.0290 -0.9675 4.5008 0.49
H 2.2407 -1.3557 2.1658 0.35
H 1.1163 2.6322 -4.4976 0.72
H -0.5271 2.2560 -6.2617 0.46
H -2.5621 0.9306 -5.8350 0.48
H -2.9202 -0.0842 -3.6082 0.54
H -1.3370 -2.1324 -2.5896 0.67
H -2.9317 -3.9900 -2.9691 0.51
H -5.1218 -3.9808 -1.8433 0.45
H -5.6851 -2.1882 -0.2508 0.49
H -4.1115 -0.3287 0.1346 0.55
H -3.9602 1.5064 -1.3927 0.58
H -4.9889 3.4753 -0.3195 0.50
H -3.6837 4.8210 1.3015 0.47
H -1.3421 4.2268 1.7848 0.48
H -0.3159 2.2522 0.7320 0.42

***

2.
104
Properties=species:S:1:pos:R:3:mulliken_charge:R:1 method="wB97M-V/def2-TZVPD" orbital_gap_ha=0.239 homo_energy_ev=-8.25 lumo_ev=-1.75 e_above_lowest_kj_mol=32.6 smiles="O=C1C=CC(=O)C=C1.O=C1C=CC(=O)C=C1.O=C1C=CC(=O)C=C1.O=C1C=CC(=O)C=C1.Oc1ccc(O)cc1.Oc1ccc(O)cc1.Oc1ccc(O)cc1.Oc1ccc(O)cc1"
C -5.3490 1.9330 -0.1440 -0.40
C -5.9294 2.7524 0.7934 -0.52
C -5.5225 2.7150 2.1224 0.42
C -4.3917 1.9988 2.4255 -0.38
C -3.7309 1.1592 1.4885 -0.85
C -4.2176 1.1778 0.1623 0.31
O -3.4453 0.4836 -0.7326 -0.59
O -6.0728 3.5542 3.1064 -0.53
H -5.7324 1.8598 -1.1568 0.40
H -6.8323 3.3017 0.4871 0.58
H -4.0979 2.0131 3.4966 0.25
H -2.7944 0.6864 1.7163 0.65
H -3.4939 0.9044 -1.6233 0.34
H -6.0503 3.1368 3.9828 0.30
C -1.9355 3.6842 -5.8674 -0.23
C -2.6796 3.2423 -4.8381 -0.80
C -2.1498 3.4266 -3.5346 0.61
C -1.0413 4.1680 -3.3220 -0.40
C -0.2733 4.5092 -4.4416 -0.41
C -0.7223 4.3022 -5.7051 0.15
O -0.0302 4.6595 -6.8857 -0.58
O -3.0312 2.9388 -2.5579 -0.28
H -2.3647 3.6399 -6.8556 0.39
H -3.7193 2.9165 -4.9396 0.38
H -0.8123 4.4785 -2.3250 0.56
H 0.6133 5.0823 -4.1855 0.39
H 0.8827 4.3757 -6.7530 0.31
H -2.7678 3.2631 -1.6623 -0.01
C 1.4045 -3.0275 -4.8699 -0.40
C 2.0148 -4.2662 -4.9477 -0.78
C 3.4039 -4.3161 -5.0101 0.31
C 4.0931 -3.1431 -5.1268 -0.21
C 3.3830 -1.8834 -5.0609 -0.30
C 2.0343 -1.8338 -4.8835 0.40
O 1.4093 -0.6513 -4.6854 -0.49
O 4.0691 -5.5477 -4.8979 -0.61
H 0.3363 -3.0246 -4.7882 0.31
H 1.4312 -5.1595 -4.7146 0.38
H 5.2175 -3.1453 -5.2517 0.30
H 3.9338 -0.9421 -5.1973 0.37
H 0.4781 -0.8189 -4.4469 0.23
H 5.0264 -5.3499 -4.8858 0.36
C 1.4287 0.0965 0.6544 -0.29
C 0.4868 1.1560 0.7332 -1.10
C 0.0492 1.7943 -0.3634 0.63
C 0.5255 1.4496 -1.6070 -0.32
C 1.4427 0.4357 -1.6882 -0.29
C 1.9018 -0.2390 -0.5521 -0.04
O 2.8476 -1.2564 -0.7215 -0.30
O -1.0117 2.7016 -0.4148 -0.01
H 1.6963 -0.4908 1.5146 0.36
H 0.0480 1.3611 1.7217 0.42
H 0.0343 1.8815 -2.5015 0.34
H 1.8287 0.0698 -2.6641 0.49
H 3.5558 -1.1925 -0.0669 0.29
H -1.4594 2.8211 0.4448 -0.02
C 4.6456 -3.6322 -0.6979 0.01
C 5.0654 -4.1725 -1.8230 -0.34
C 6.5594 -4.3150 -2.1155 0.55
O 6.9962 -4.6934 -3.1991 -0.55
C 7.5277 -3.9224 -1.1032 -0.69
C 7.0508 -3.1405 -0.0724 -0.38
C 5.5829 -2.9528 0.1257 0.29
O 5.2544 -2.2216 1.0353 -0.59
H 3.6082 -3.5118 -0.3181 0.15
H 4.4425 -4.4852 -2.6144 0.73
H 8.6123 -3.9803 -1.2724 0.38
H 7.5950 -2.5904 0.6537 0.47
C -2.3226 5.9457 1.7408 -0.29
C -2.7283 6.8622 2.6231 -0.49
C -4.1336 7.2856 2.6972 0.39
O -4.3612 8.2419 3.4361 -0.57
C -5.2139 6.6747 1.9364 -0.48
C -4.8153 5.7855 1.0164 -0.36
C -3.3564 5.3839 0.8178 0.04
O -2.9979 4.6420 -0.0654 -0.38
H -1.2907 5.6429 1.7600 0.52
H -2.1377 7.3278 3.3817 0.45
H -6.2188 7.0813 1.9023 0.42
H -5.4867 5.2620 0.3531 0.56
C -1.8543 -2.3596 7.4526 -0.28
C -1.6473 -1.8765 6.2541 -0.51
C -0.2842 -1.7602 5.7930 0.63
O -0.0532 -1.2468 4.7097 -0.54
C 0.8811 -1.9554 6.6336 -0.19
C 0.6981 -2.3274 7.9100 -0.56
C -0.7168 -2.6460 8.3930 0.39
O -0.9390 -3.0796 9.4923 -0.53
H -2.8900 -2.3798 7.9922 0.29
H -2.3414 -1.4909 5.5397 0.49
H 1.7659 -1.6251 6.0787 0.42
H 1.4638 -2.5072 8.6616 0.39
C 1.7937 -3.4341 1.9845 -0.14
C 1.3117 -4.0537 0.9296 -0.20
C 0.5518 -5.3952 1.1591 0.16
O -0.1503 -5.8043 0.2857 -0.52
C 0.6544 -6.1046 2.4193 -0.47
C 1.1579 -5.4804 3.4657 -0.35
C 1.7940 -4.1740 3.3255 0.25
O 2.3396 -3.7116 4.3359 -0.58
H 2.1731 -2.4294 1.9967 0.58
H 1.3613 -3.5880 -0.0478 0.54
H 0.1182 -7.0543 2.5607 0.38
H 1.0168 -5.8757 4.5025 0.36

***

3.
94
Properties=species:S:1:pos:R:3:mulliken_charge:R:1 method="wB97M-V/def2-TZVPD" orbital_gap_ha=0.289 homo_energy_ev=-13.35 lumo_ev=-5.50 total_charge=+2 e_above_lowest_kj_mol=47.7
Au -1.1908 -1.7291 -0.8406 0.71
C 2.2030 1.7117 -2.0813 -0.17
P 2.4082 0.5788 -0.6482 1.47
C 3.8991 1.1256 0.1745 0.55
C 5.0867 0.9416 -0.5354 -0.46
C 6.2820 1.3763 0.0123 -0.84
C 6.2892 2.0082 1.2498 -0.61
C 5.1037 2.2013 1.9460 -0.92
C 3.9047 1.7502 1.4164 -0.44
C 2.4549 -1.1439 -1.1066 0.70
C 3.3970 -2.0087 -0.5630 -0.56
C 3.4337 -3.3319 -0.9831 -0.76
C 2.5041 -3.8002 -1.8996 -0.65
C 1.5522 -2.9391 -2.4388 -0.38
C 1.5411 -1.6045 -2.0583 -0.96
C 1.2786 2.4243 -1.1102 -0.20
C 1.0779 3.5790 -0.4445 -1.45
C 0.5215 3.2400 0.8431 -0.76
C 0.4570 1.8917 0.9753 0.60
C 0.1232 1.0143 2.1330 -1.68
P 1.2903 -0.4305 2.1614 1.15
C 0.2350 -1.8995 1.8822 1.02
C 0.9040 -3.1240 1.9477 -0.91
C 0.2443 -4.3233 1.7270 -0.77
C -1.1097 -4.3266 1.4226 -0.77
C -1.8042 -3.1222 1.3840 0.03
C -1.1422 -1.9100 1.6336 -1.96
C 1.7851 -0.6231 3.8945 0.38
C 3.1127 -0.3863 4.2398 -0.40
C 3.5107 -0.4682 5.5681 -0.66
C 2.5837 -0.7854 6.5481 -0.55
C 1.2573 -1.0283 6.2069 -0.65
C 0.8564 -0.9505 4.8842 -0.54
N 0.9152 1.3355 -0.2366 0.63
H 1.6633 1.2657 -2.9185 -0.08
H 3.0902 2.2261 -2.4328 0.68
H 5.0853 0.4647 -1.5098 0.47
H 7.2060 1.2255 -0.5290 0.46
H 7.2239 2.3531 1.6712 0.43
H 5.1109 2.7038 2.9040 0.50
H 2.9841 1.8945 1.9678 0.47
H 4.1070 -1.6485 0.1721 0.41
H 4.1818 -4.0019 -0.5803 0.47
H 2.5330 -4.8345 -2.2162 0.47
H 0.8597 -3.2937 -3.1919 0.57
H 0.8753 -0.9087 -2.5536 -0.17
H 1.2925 4.5730 -0.8029 0.57
H 0.1946 3.9494 1.5886 0.70
H -0.9045 0.6450 2.0937 0.64
H 0.2080 1.5871 3.0556 0.67
H 1.9588 -3.1400 2.1958 0.50
H 0.7872 -5.2570 1.7949 0.50
H -1.6304 -5.2584 1.2479 0.49
H -2.8748 -3.1203 1.2195 0.54
H -1.7261 -0.9965 1.6473 0.74
H 3.8375 -0.1423 3.4716 0.35
H 4.5435 -0.2875 5.8349 0.44
H 2.8930 -0.8502 7.5827 0.41
H 0.5384 -1.2812 6.9747 0.43
H -0.1759 -1.1546 4.6232 0.35
C -6.7059 -1.9563 -3.0964 -0.53
C -6.0645 -2.4153 -1.9535 -0.77
C -4.8546 -1.8584 -1.5713 -0.19
C -4.2928 -0.8314 -2.3255 0.73
C -4.9263 -0.3814 -3.4773 -0.32
C -6.1338 -0.9498 -3.8596 -0.75
As -2.6434 -0.0480 -1.7170 0.88
C -1.9365 1.0187 -3.1435 0.20
C -2.6030 2.1749 -3.5479 -0.12
C -2.1130 2.9132 -4.6139 -0.81
C -0.9637 2.5021 -5.2768 -0.66
C -0.3015 1.3503 -4.8775 -0.35
C -0.7899 0.6075 -3.8120 -0.79
C -3.1018 1.1735 -0.2988 0.88
C -2.5538 2.4497 -0.2518 -0.25
C -2.9021 3.3070 0.7847 -0.57
C -3.7793 2.8879 1.7733 -0.92
C -4.3155 1.6060 1.7321 -0.68
C -3.9805 0.7487 0.6961 -0.60
H -7.6484 -2.3930 -3.3980 0.40
H -6.5024 -3.2119 -1.3671 0.43
H -4.3411 -2.2429 -0.6969 0.16
H -4.4857 0.3954 -4.0879 0.37
H -6.6263 -0.6039 -4.7584 0.42
H -3.4956 2.5066 -3.0309 0.56
H -2.6321 3.8077 -4.9310 0.46
H -0.5898 3.0772 -6.1133 0.44
H 0.5880 1.0265 -5.4025 0.51
H -0.2945 -0.3102 -3.5196 0.51
H -1.8542 2.7795 -1.0094 0.31
H -2.4916 4.3081 0.8120 0.54
H -4.0553 3.5621 2.5731 0.43
H -5.0081 1.2814 2.4972 0.47
H -4.4291 -0.2371 0.6546 0.40

***

4.
112
Properties=species:S:1:pos:R:3:lowdin_spin:R:1 method="wB97M-V/def2-TZVPD" orbital_gap_ha="0.214 / 0.158" homo_energy_ev="-2.33 / -2.33" lumo_ev="3.50 / 1.97" total_charge=-2 e_above_lowest_kj_mol=83.7 spin_multiplicity=2
Cs -1.2298 -0.1518 0.6274 0.00
C -2.8738 3.3516 0.9984 0.00
C -2.7385 2.4585 2.1898 0.00
C -3.7539 1.8761 2.9818 0.00
C -3.0747 1.1144 3.9030 0.00
N -1.7531 1.2507 3.6649 0.00
N -1.5456 2.0789 2.6141 0.00
B -0.5791 0.6372 4.4551 0.00
N 0.7474 1.2188 3.9488 0.00
C 1.6459 2.0059 4.5711 0.00
C 2.6746 2.2465 3.6874 0.00
C 2.3064 1.5483 2.5168 0.00
C 3.0147 1.4786 1.2005 0.00
N 1.1508 0.9296 2.6940 0.00
N -0.5287 -0.8989 4.2918 0.00
C 0.4385 -1.6974 4.7795 0.01
C 0.2335 -2.9664 4.2928 0.01
C -0.9064 -2.8445 3.4733 0.01
C -1.5725 -3.8941 2.6428 0.00
N -1.3601 -1.5999 3.4816 0.00
N -0.7668 1.0255 5.9484 0.00
C -1.2671 2.1952 6.3914 0.00
C -1.1471 2.2179 7.7634 0.00
C -0.5391 0.9863 8.0749 0.00
C -0.1416 0.4544 9.4161 0.00
N -0.3123 0.2800 6.9781 0.00
H -3.3804 4.2853 1.2526 0.00
H -1.8895 3.5917 0.5969 0.00
H -3.4508 2.8591 0.2149 0.00
H -4.8189 2.0100 2.8874 0.00
H -3.4365 0.4824 4.6974 0.00
H 1.4916 2.3321 5.5869 0.00
H 3.5582 2.8398 3.8543 0.00
H 4.0435 1.8277 1.2965 0.00
H 3.0259 0.4550 0.8222 0.00
H 2.5232 2.0985 0.4474 0.00
H 1.1985 -1.3032 5.4317 0.00
H 0.8328 -3.8434 4.4730 0.00
H -2.0055 -4.6814 3.2645 0.00
H -2.3686 -3.4495 2.0465 0.00
H -0.8608 -4.3625 1.9605 0.00
H -1.6691 2.9180 5.7006 0.00
H -1.4584 2.9966 8.4398 0.00
H -0.7536 0.8920 10.2061 0.00
H -0.2593 -0.6285 9.4427 0.00
H 0.9037 0.6808 9.6393 0.00
C 1.2836 -0.9952 -2.5018 0.00
C 2.2746 -2.0258 -2.0671 0.02
C 2.9653 -2.8102 -3.0294 -0.02
C 3.8624 -3.7422 -2.6124 0.02
C 4.0888 -3.9171 -1.2289 0.00
C 5.0186 -4.8597 -0.7309 0.12
C 5.2212 -4.9958 0.6172 -0.01
C 4.5007 -4.1965 1.5134 0.13
C 3.5603 -3.2591 1.0851 0.04
S 2.6881 -2.3505 2.2343 0.61
C 3.3495 -3.1039 -0.3416 0.04
N 2.4685 -2.1803 -0.7758 -0.01
H 1.2424 -0.8864 -3.5831 0.00
H 1.5320 -0.0200 -2.0806 0.00
H 0.2923 -1.2687 -2.1360 0.00
H 2.7731 -2.6465 -4.0815 0.00
H 4.4117 -4.3511 -3.3221 0.00
H 5.5732 -5.4674 -1.4373 0.01
H 5.9380 -5.7146 0.9936 0.00
H 4.6576 -4.2966 2.5790 0.00
C -5.1463 -4.7602 -4.0889 0.00
C -3.6503 -4.6396 -4.1295 0.00
C -2.8521 -5.6684 -4.6024 0.00
C -1.4741 -5.5283 -4.6338 0.00
Cl -0.4932 -6.8454 -5.2468 0.00
C -0.8691 -4.3753 -4.1777 0.00
C -1.6535 -3.3380 -3.6924 0.00
C -3.0391 -3.4584 -3.6860 0.00
O -3.8866 -2.4954 -3.2610 0.00
C -3.3925 -1.1622 -3.1160 0.00
C -2.8650 -0.8659 -1.7072 0.00
O -3.1293 0.2673 -1.2430 0.00
O -2.1483 -1.7535 -1.1867 0.00
H -5.4579 -5.7718 -4.3499 0.00
H -5.6136 -4.0592 -4.7836 0.00
H -5.5277 -4.5159 -3.0973 0.00
H -3.3072 -6.5863 -4.9527 0.00
H 0.2089 -4.2874 -4.1750 0.00
H -1.1901 -2.4605 -3.2662 0.00
H -4.2173 -0.4935 -3.3565 0.00
H -2.5787 -0.9915 -3.8238 0.00
F 6.4195 5.9043 -5.9417 0.00
C 5.4070 5.3018 -5.2812 0.00
C 5.4868 3.9697 -4.9197 0.00
F 6.5942 3.2695 -5.2378 0.00
C 4.4450 3.3624 -4.2464 0.00
F 4.6077 2.0642 -3.9413 0.00
C 3.2568 4.0237 -3.8901 0.00
S 1.9474 3.2456 -3.0834 0.00
C 3.2303 5.3735 -4.2793 0.00
F 2.1465 6.1283 -4.0106 0.00
C 4.2609 6.0002 -4.9512 0.00
F 4.1616 7.3008 -5.2978 0.00
N -0.8562 1.0161 -3.3409 0.00
C -1.4349 1.9993 -3.2080 0.00
C -2.1598 3.2321 -3.0223 0.00
C -1.4952 4.4442 -3.2061 0.00
C -2.1936 5.6271 -3.0192 0.00
C -3.5343 5.5989 -2.6586 0.00
C -4.1835 4.3854 -2.4690 0.00
C -3.4997 3.1934 -2.6452 0.00
H -0.4386 4.4355 -3.4537 0.00
H -1.6813 6.5724 -3.1443 0.00
H -4.0731 6.5272 -2.5101 0.00
H -5.2217 4.3664 -2.1620 0.00
H -3.9583 2.2330 -2.4466 0.00

***

Number 1: E -79938.303 eV. Number 2: E -83177.105 eV. Number 3: E -135026.236 eV. Number 4: E -120495.700 eV.